1.
This record from the OMol25 dataset describes a 8-piece molecular cluster, C4H26NO8S2 overall in a non-equilibrium geometry. The level of theory is ωB97M-V/def2-TZVPD.

Energy ... -1620.84376 Ha
Expectation value of S² ... 0.751
HOMO-LUMO gap (alpha / beta) ... 2.660 / 8.611 eV
LUMO (alpha / beta) ... -0.20 / -0.22 eV

```
! RIJCOSX wB97M-V def2-TZVPD def2/J DEFGRID3
* xyz 0 2
S 1.69720 1.14914 3.01939
S 0.53775 -0.30615 3.54374
O -0.00310 3.88948 -1.49776
O -0.08506 -2.16875 -0.71165
O -2.50256 0.70142 0.66157
O 0.57316 1.32969 -2.67228
O -1.13262 -1.26592 -3.26909
O 3.68809 -1.10936 -0.03960
O -1.82892 1.93066 -1.58941
O 1.97842 -0.81836 -1.86402
N -2.11139 -1.58285 2.18205
C 0.32760 -1.88529 2.60629
C 0.94289 2.36672 1.83554
C -0.56209 -1.34378 0.29665
C -0.82756 -2.09819 1.71643
H -2.09892 1.15482 -0.05366
H 3.72880 -1.59238 0.79935
H -0.00564 0.61485 -2.95149
H -0.51484 -1.62969 -2.65782
H -1.45181 1.11546 -1.94103
H -0.40661 4.37230 -2.20166
H 1.14487 1.09871 -3.54273
H 0.26324 -0.69514 0.58788
H 0.52147 -2.59815 3.52805
H 1.20853 -2.17496 2.02022
H 4.55958 -0.61276 -0.06789
H -2.11276 -0.44813 2.09027
H -0.94794 -3.20954 1.43861
H 1.68966 0.06276 -1.95245
H 0.75168 1.67938 0.98116
H 1.75406 3.11961 1.65885
H -3.32794 1.24643 0.82716
H -2.45859 -1.97437 3.05563
H 2.74364 -0.79030 -1.26165
H -1.19434 2.59371 -1.56335
H -0.07340 2.86503 1.92229
H 0.78062 3.55791 -1.89922
H -2.83917 -1.89751 1.43065
H -1.77932 -1.95888 -3.45221
H -1.48381 -0.83259 -0.12429
H 0.85716 -1.85501 -0.88850
*
```

=====

2.
This record from the OMol25 dataset describes C4H26NO9 as an isolated structure in a non-equilibrium geometry. The level of theory is ωB97M-V/def2-TZVPD.

Energy ... -899.95901 Ha
Relative energy (zero: lowest compared OMol25 entry of this formula, charge and spin) ... 1.124 eV
HOMO-LUMO gap ... 8.768 eV
LUMO ... 3.08 eV

```
! RIJCOSX wB97M-V def2-TZVPD def2/J DEFGRID3
* xyz -1 1
O -3.41405 1.72226 -0.32553
O -4.44758 -0.63092 0.46379
O -0.22583 3.02640 1.54489
O -0.98246 -1.59965 2.05017
O 1.93032 2.76207 3.10613
O -0.32228 -0.36688 -3.80435
O 3.71370 1.62820 1.46028
O -0.50960 -3.73412 -2.37204
O -0.77977 1.87079 -0.51461
N -0.96411 -0.81067 -0.86459
C 2.58602 -1.88091 -0.63826
C 0.14949 -1.35897 -0.04933
C 0.13301 -0.95793 1.42765
C 1.44900 -0.84458 -0.70841
H -0.50759 2.58542 0.54797
H -1.72473 -1.00427 1.89673
H -3.63351 2.52789 0.15266
H 1.27736 -0.48226 -1.71138
H 3.40377 -1.55197 0.00674
H 2.99511 -2.09684 -1.62389
H 1.37074 2.88868 2.29194
H -0.28743 -3.20483 -1.59186
H -0.98910 0.23168 -0.75985
H -0.13648 0.47622 -3.38158
H -0.03719 1.92838 -1.12292
H 0.99035 -1.49224 1.84953
H 0.23276 -0.99112 -3.31948
H 1.55125 1.90852 3.35155
H -0.79775 -3.03791 -2.97664
H 3.25819 2.36259 1.91424
H -3.92034 -0.89336 1.21969
H 1.72690 0.05782 -0.15369
H 2.27072 -2.83569 -0.21517
H -2.42982 1.80220 -0.46201
H -4.31107 0.33953 0.34527
H -0.02276 -2.41882 -0.18497
H -0.10278 3.97864 1.56155
H 3.15970 1.21167 0.79933
H 0.22047 0.11881 1.52064
H -1.87263 -1.23379 -0.73019
*
```

=====

3.
This record from the OMol25 dataset describes a 9-piece molecular cluster, C4H27NO8S2 overall in a non-equilibrium geometry. The level of theory is ωB97M-V/def2-TZVPD.

SMILES ... CCSSCCN.O.O.O.O.O.O.O.O
Energy ... -1621.64103 Ha
Relative energy (zero: lowest compared OMol25 entry of this formula, charge and spin) ... 0.000 eV
HOMO-LUMO gap ... 8.753 eV
LUMO ... 0.05 eV

```
! RIJCOSX wB97M-V def2-TZVPD def2/J DEFGRID3
* xyz 0 1
S 0.58308 -0.74878 3.11002
S 1.02249 0.67750 1.65321
O 1.62862 1.74938 -2.73240
O 4.00995 -2.09121 -0.02541
O -3.66365 0.84534 -0.72977
O 1.78331 -3.15160 -1.48250
O 0.62539 -0.82514 -2.88489
O 4.14292 1.24775 -1.39107
O -1.71862 0.83789 -2.68191
O -3.27513 0.72520 1.99240
N -0.60308 -2.24060 0.39975
C -1.49197 -1.55437 1.33544
C -0.64628 2.70238 0.97955
C -0.03986 2.05126 2.17952
C -1.06134 -1.55184 2.80787
H 0.51846 -1.24517 -2.02509
H -0.80887 0.94977 -2.36155
H 0.09272 3.14866 0.32926
H 4.20435 2.02819 -0.84816
H 0.60640 2.82172 2.67826
H -2.51780 -1.99066 1.30298
H 1.73203 2.54512 -3.26077
H -1.83742 -1.01872 3.35165
H -1.38500 3.44283 1.39798
H 4.70798 0.55028 -1.02275
H 1.03317 0.05408 -2.83994
H 2.36697 -2.75810 -2.14592
H -0.70193 1.74689 2.99976
H -4.15346 0.09135 -1.04904
H -2.91889 1.43869 2.53759
H -3.43623 1.07471 1.08669
H -1.76253 -0.13116 -2.68166
H -1.53956 -0.52472 0.96892
H -0.71061 -3.24291 0.33981
H 2.01627 1.90000 -1.86284
H 3.55575 -2.91448 -0.25381
H -2.93894 0.98041 -1.37780
H 0.37570 -2.06060 0.58990
H 1.14860 -3.70681 -1.93534
H -0.90440 -2.52451 3.27410
H 3.29392 -1.45064 -0.05964
H -1.33251 2.12263 0.33761
*
```

=====

4.
This record from the OMol25 dataset describes a 15-piece molecular cluster, C4H28BO22 overall in a non-equilibrium geometry. The level of theory is ωB97M-V/def2-TZVPD.

Energy ... -1849.72747 Ha
Relative energy (zero: lowest compared OMol25 entry of this formula, charge and spin) ... 0.524 eV
HOMO-LUMO gap ... 10.194 eV
LUMO ... 1.74 eV

```
! RIJCOSX wB97M-V def2-TZVPD def2/J DEFGRID3
* xyz -1 1
O -10.37599 10.37801 -17.09603
O -6.16986 10.33400 -15.28166
O -10.89884 13.09256 -9.08796
O -9.10730 13.72254 -17.19263
O -13.09242 6.71863 -12.67541
O -7.80289 10.33011 -12.25745
O -8.52211 14.03579 -10.33797
O -4.65603 12.50105 -16.38748
O -12.12238 9.96476 -12.63374
O -14.32669 14.19491 -13.42213
O -8.19102 10.97216 -14.48102
O -4.90814 6.78152 -15.98780
O -11.50607 12.85706 -12.27117
O -9.41729 12.11005 -12.61370
O -9.98956 9.95645 -13.28593
O -13.74248 15.78834 -11.03336
O -14.41817 11.28391 -14.05707
O -9.71173 8.00744 -15.44518
O -5.83398 9.30217 -12.57967
O -7.52813 7.65962 -17.33514
O -3.18970 8.75042 -14.75294
O -3.93554 7.84934 -11.08892
C -10.72057 12.01200 -12.57735
C -6.77821 9.95672 -12.93935
C -11.07935 10.52357 -12.82645
C -6.98737 10.39397 -14.42764
B -8.80926 10.90003 -13.16144
H -11.32864 12.50056 -9.72164
H -9.98004 10.14556 -17.94253
H -4.86368 7.64170 -15.54341
H -13.88136 10.66540 -13.53421
H -13.91576 15.05219 -10.44068
H -10.06213 13.65998 -17.29904
H -3.59618 9.24637 -14.03124
H -9.32080 13.56649 -10.01824
H -7.96422 8.19080 -16.65269
H -13.70136 15.37836 -11.91404
H -4.70006 13.00308 -15.56856
H -13.50520 14.34304 -13.90385
H -10.20095 7.18000 -15.36766
H -8.91242 13.15703 -16.43532
H -3.06044 7.86212 -14.39529
H -8.25135 7.27190 -17.83773
H -12.60739 7.53460 -12.49213
H -10.36674 12.51589 -8.52256
H -5.19249 11.70526 -16.21828
H -4.40962 8.47906 -11.66168
H -9.86495 8.46172 -14.59553
H -5.84273 6.66565 -16.20134
H -4.26740 8.03363 -10.20595
H -14.16887 11.10546 -14.97100
H -14.57891 13.28510 -13.65356
H -8.67687 14.15321 -11.28023
H -10.17038 9.63059 -16.51035
H -13.77998 6.98227 -13.29552
*
```

=====

5.
This record from the OMol25 dataset describes a 15-piece molecular cluster, C4H28BO22 overall in a non-equilibrium geometry. The level of theory is ωB97M-V/def2-TZVPD.

Energy ... -1849.61149 Ha
Relative energy (zero: lowest compared OMol25 entry of this formula, charge and spin) ... 3.680 eV
HOMO-LUMO gap ... 9.350 eV
LUMO ... 1.81 eV

```
! RIJCOSX wB97M-V def2-TZVPD def2/J DEFGRID3
* xyz -1 1
O -6.96449 -6.19372 14.15869
O -3.39798 -3.47926 13.65187
O -10.69847 -6.94613 5.29849
O -4.77092 -2.32217 15.16944
O -7.78567 -10.20716 8.03523
O 1.28960 -5.77877 11.29468
O -1.49911 -2.34167 14.20585
O -12.02312 -7.79219 10.57503
O 1.63074 3.70823 19.05435
O -9.89058 -0.58105 16.00336
O -5.35807 -4.65989 14.63617
O 5.12720 -1.59456 13.46833
O -11.80130 -8.84775 19.32113
O -5.47172 -6.77587 19.32860
O -10.94606 -11.67485 15.29093
O -2.85502 -7.77742 9.76763
O -5.15181 -1.91272 8.26445
O -4.85455 -12.11149 14.72620
O -3.09458 -1.23330 16.40818
O -7.14935 -4.46579 11.74056
O -5.72248 -3.08116 13.02891
O -12.37748 -1.91304 8.77959
C -3.51903 -1.96108 15.47486
C -6.41353 -4.22189 12.73537
C -2.69743 -2.57753 14.32570
C -6.33995 -5.13338 13.96742
B -4.84231 -3.39173 14.14832
H 1.81485 4.02887 19.93726
H -10.27672 -11.00893 15.13359
H -7.22375 -9.83623 8.71559
H -10.28539 -7.39916 6.03358
H -12.16170 -2.11441 9.69015
H -9.04282 -0.27791 16.32838
H -12.18465 -6.84892 10.59448
H 5.25288 -0.81750 12.92371
H -3.12197 -7.85474 8.85166
H -5.56898 -6.65170 18.38450
H 1.23937 -4.85483 11.53974
H -10.30152 0.20236 15.63780
H -5.10534 -11.49348 15.41278
H -10.46594 -12.41433 15.66362
H -11.48908 -9.04674 18.43843
H 1.11106 -6.25256 12.10700
H 1.47340 2.77084 19.16741
H -4.09399 -12.57054 15.08264
H -13.33311 -1.95514 8.74446
H -10.52203 -6.01899 5.45823
H -4.23270 -1.93636 8.53075
H -7.84437 -11.13735 8.25322
H -12.35358 -8.07367 19.21151
H -5.62078 -1.62122 9.04633
H -11.24748 -7.91418 11.12252
H 4.32874 -1.41349 13.96421
H -2.28528 -7.00850 9.78747
H -6.26966 -6.40276 19.70320
*
```

=====

6.
This record from the OMol25 dataset describes a 12-piece molecular cluster, C4H28N2O11 overall in a non-equilibrium geometry. The level of theory is ωB97M-V/def2-TZVPD.

SMILES ... Cc1cnc[nH]1.O.O.O.O.O.O.O.O.O.O.O
Energy ... -1106.21571 Ha
Relative energy (zero: lowest compared OMol25 entry of this formula, charge and spin) ... 6.266 eV
HOMO-LUMO gap ... 7.569 eV
LUMO ... -0.09 eV

```
! RIJCOSX wB97M-V def2-TZVPD def2/J DEFGRID3
* xyz 0 1
O 3.75508 -2.20659 -0.03505
O 1.82411 3.86031 -2.31590
O 0.76196 4.60914 0.18507
O 3.05549 1.77088 1.30826
O -1.45689 -4.13608 -0.01074
O 2.88489 -0.50515 -1.39123
O -2.88068 -0.63366 3.74246
O -2.93980 1.66811 2.23860
O -3.33185 -2.61911 1.11311
O -1.42572 3.29407 0.97406
O 1.58759 -3.62286 -1.61604
N -1.41147 0.06607 -3.17262
N -0.69057 -1.47284 -1.63579
C -1.18630 -1.23179 -2.92935
C -0.11532 -0.05006 0.33703
C -0.96800 0.72163 -2.03450
C -0.40435 -0.21810 -1.07172
H -2.67576 0.21392 3.48576
H 1.89677 2.85646 -2.25053
H -3.98683 1.57740 2.23191
H -2.22292 -3.69068 0.28588
H 3.59350 1.18011 0.93853
H 1.52648 5.01247 0.40487
H -0.06846 0.91218 0.57748
H -2.16187 -0.70881 4.35859
H -4.15796 -2.99414 1.37840
H 4.11870 -2.34733 -0.99582
H -0.59600 3.44322 1.40248
H 2.06368 -2.78019 -1.83276
H -1.40184 3.48669 0.05037
H 2.31076 -0.72803 -0.66793
H -0.97026 -0.37396 0.90520
H 3.05299 0.38756 -1.21129
H 0.65336 -0.83236 0.65803
H 4.33116 -2.54185 0.54206
H 2.64252 3.82956 -1.82031
H -1.65049 -5.00989 0.37601
H -1.44384 -1.97875 -3.69903
H 1.78643 -3.79141 -0.58947
H -1.06948 1.72482 -1.74316
H -3.18578 -1.86587 1.56319
H 2.90090 1.61990 2.22529
H -0.43584 -2.44983 -1.22482
H -2.60080 2.20167 1.57925
H 0.69273 4.35315 -0.61385
*
```

=====

Which of these has the lowest energy? number 4

=====

What is the energy in the fifth record? -1849.61149 Ha

=====

Which value of energy does entry 6 give? -1106.21571 Ha

=====

Number 5 is which compound? C4H28BO22